<a>
# C2H5N3OS

One molecule with the formula C2H5N3OS (wB97M-V/def2-TZVPD, the OMol25 dataset).

## Properties
**SMILES**: NC(=O)NC(N)=S
**Orbital gap**: 9.046 eV

Geometry as ORCA input:
```
! wB97M-V def2-TZVPD RIJCOSX def2/J DEFGRID3
* xyz 0 1
C 1.0247 0.3715 0.0194
C -1.4701 -0.0704 0.1311
H 2.7582 1.3541 0.0332
H 1.5410 2.2413 0.8574
H -0.4995 1.7706 0.0301
H -2.5944 1.1533 -1.1818
H -3.3415 -0.2380 -0.5401
N 1.7660 1.5234 0.1809
N -0.3386 0.7595 0.0411
N -2.6298 0.4755 -0.4306
O -1.4803 -1.1335 0.7149
S 1.5667 -1.1455 -0.2725
*
```

Results of the Löwdin charge analysis, in e, for atoms 1 through 2: -0.913 -0.588

---

<b>
# C2H5N3OS

One molecule with the formula C2H5N3OS (wB97M-V/def2-TZVPD, the OMol25 dataset).

## Properties
**SMILES**: N/N=C(\N)C(=O)S
**Orbital gap**: 9.088 eV

Geometry as ORCA input:
```
! wB97M-V def2-TZVPD RIJCOSX def2/J DEFGRID3
* xyz 0 1
C -0.0463 -0.0818 0.0040
C 1.0905 0.2408 0.8706
H -1.6685 -0.1685 -1.8537
H -1.9655 1.4343 -1.6321
H -0.6267 -2.0952 -0.7223
H 1.0120 -1.9354 -0.3407
H 1.8334 1.3832 2.7485
N -1.8966 0.4557 -0.9910
N -0.8242 0.8757 -0.3142
N 0.1139 -1.3644 -0.5512
O 2.0058 -0.5527 1.1089
S 0.9722 1.8081 1.6732
*
```

Results of the Löwdin charge analysis, in e, for atoms 1 through 2: -0.458 -0.752

---

<c>
# C2H5N3OS

A 2-piece molecular cluster, C2H5N3OS overall (wB97M-V/def2-TZVPD, the OMol25 dataset).

## Properties
**Orbital gap**: 9.437 eV

Geometry as ORCA input:
```
! wB97M-V def2-TZVPD RIJCOSX def2/J DEFGRID3
* xyz 0 1
C 0.3614 -0.4028 0.9184
C -0.8984 1.1213 -0.6187
H 1.0208 -2.4962 0.9534
H 0.4412 -0.8370 -1.1093
H -0.5393 1.2317 1.4092
H -1.6647 1.9402 -0.4040
H -0.7666 1.7428 -2.2502
N 0.6006 -1.0803 -0.2060
N -0.6611 0.5474 0.6003
N -0.3810 0.8784 -1.7567
O 1.6973 -2.0317 -0.0984
S 0.7898 -0.6137 2.5620
*
```

Results of the Löwdin charge analysis, in e, for atoms 1 through 2: -0.824 -0.326

---

Most stable structure, least stable structure: <a>, <c>.

---

<a>
# C3H11N3

A 2-piece molecular cluster, C3H11N3 overall (wB97M-V/def2-TZVPD, the OMol25 dataset).

## Properties
**SMILES**: [H]/N=C/N.CNC
**Orbital gap**: 9.765 eV

Geometry as ORCA input:
```
! wB97M-V def2-TZVPD RIJCOSX def2/J DEFGRID3
* xyz 0 1
C -0.8541 -0.8054 1.7812
N 0.5142 -0.8441 0.9696
C 1.0154 0.6911 1.2130
H -0.8810 -0.0754 2.5983
H -1.1736 -1.7752 2.3129
H -1.5224 -0.5088 1.0102
H 1.2541 -1.2685 1.6011
H 0.9507 1.2029 2.2752
H 2.0545 0.7934 0.9615
H 0.3803 1.4147 0.6207
N 0.7506 -0.1768 -1.9300
C -0.5642 -0.0199 -2.3049
N -1.0160 1.0202 -2.9249
H 0.9612 -0.4927 -0.9622
H 1.3075 0.7241 -2.1564
H -1.1566 -0.8954 -2.1007
H -2.0207 1.0157 -2.9646
*
```

Results of the Löwdin charge analysis, in e, for atoms 1 through 2: -0.121 -0.141

---

<b>
# C3H11N3

One molecule with the formula C3H11N3 (wB97M-V/def2-TZVPD, the OMol25 dataset).

## Properties
**SMILES**: C[C@H](N)CNN
**Orbital gap**: 9.505 eV

Geometry as ORCA input:
```
! wB97M-V def2-TZVPD RIJCOSX def2/J DEFGRID3
* xyz 0 1
C 1.0300 0.1787 0.2574
N 0.4186 0.6754 1.4833
N -0.2518 1.8975 1.2642
H -1.3825 -0.4828 0.9306
H 0.2813 2.5890 0.7365
H -0.5218 2.2923 2.1595
H 1.5981 0.9099 -0.3338
H 1.5309 0.7905 1.6845
H 1.5445 -0.7626 0.4414
N 0.4573 -1.1436 -1.8435
C -0.1815 -0.3251 -0.8417
C -1.2657 -0.9939 -0.0347
H -0.0529 -1.1434 -2.7189
H 0.5791 -2.1015 -1.5313
H -0.5447 0.5918 -1.3074
H -1.0164 -2.0273 0.2085
H -2.2226 -0.9448 -0.5546
*
```

Results of the Löwdin charge analysis, in e, for atoms 1 through 2: -0.222 -0.191

---

<c>
# C3H11N3

A 2-piece molecular cluster, C3H11N3 overall (wB97M-V/def2-TZVPD, the OMol25 dataset).

## Properties
**Orbital gap**: 8.143 eV

Geometry as ORCA input:
```
! wB97M-V def2-TZVPD RIJCOSX def2/J DEFGRID3
* xyz 0 1
C 1.9012 0.0072 0.5284
C 0.4155 1.8273 0.1597
C -0.0987 -1.5188 -1.0489
N -2.7042 0.2673 0.5257
N 0.6725 0.5479 -0.0655
N -0.1968 -0.1118 -0.7963
H 2.3484 0.6452 1.2493
H 1.7828 -0.9494 1.0260
H 2.6895 -0.0519 -0.3284
H 1.0582 2.4495 0.8393
H -0.5715 2.2217 -0.1901
H -2.1779 -0.2534 -0.2821
H -1.0197 -1.9004 -1.5207
H 0.6935 -1.6422 -1.9371
H 0.0629 -2.2441 -0.2451
H -2.0984 1.0138 0.7907
H -2.7570 -0.3079 1.2950
*
```

Results of the Löwdin charge analysis, in e, for atoms 1 through 2: -0.023 -0.015

---

Most stable structure, least stable structure: <a>, <c>.

---

<a>
# C3H11N3

One molecule with the formula C3H11N3 (wB97M-V/def2-TZVPD, the OMol25 dataset).

## Properties
**SMILES**: NCC(N)CN
**Orbital gap**: 9.780 eV

Geometry as ORCA input:
```
! wB97M-V def2-TZVPD RIJCOSX def2/J DEFGRID3
* xyz 0 1
C 1.3019 0.0070 0.5377
C -0.1758 0.3806 0.4304
C -0.8853 -0.8350 -0.1030
H 1.5804 -1.4927 -0.8510
H 2.8473 -0.4959 -0.6763
H 1.2799 -0.7102 1.3614
H 1.7876 0.9344 0.8952
H -0.4475 0.6228 1.4902
H -0.1063 2.3676 -0.0667
H 0.0053 1.5035 -1.3197
H -0.3701 -1.2325 -1.0456
H -0.9165 -1.6046 0.7472
H -2.7208 -0.6126 0.6467
H -2.2253 0.6072 -0.5595
N 1.8286 -0.4573 -0.7196
N -0.4773 1.5140 -0.4413
N -2.3061 -0.4963 -0.3262
*
```

Results of the Löwdin charge analysis, in e, for atoms 1 through 2: -0.301 -0.443

---

<b>
# C3H11N3

A 2-piece molecular cluster, C3H11N3 overall (wB97M-V/def2-TZVPD, the OMol25 dataset).

## Properties
**Orbital gap (alpha / beta)**: 7.242 / 9.718 eV

Geometry as ORCA input:
```
! wB97M-V def2-TZVPD RIJCOSX def2/J DEFGRID3
* xyz 0 1
C -1.0013 0.8118 0.8082
C -1.5341 -0.8947 -0.7455
C 1.5416 1.2071 -0.3519
N 1.9682 -1.5624 0.5686
N -0.5081 0.0164 -0.2840
N 0.6673 0.0351 -0.7167
H -0.9022 1.9104 0.6675
H -2.1736 0.5513 0.9606
H -0.6157 0.5445 1.8183
H -1.0802 -1.4345 -1.5529
H -1.9338 -1.5399 0.0486
H -2.4593 -0.4182 -1.0866
H 1.1097 1.7313 0.5879
H 2.6140 0.7354 -0.1606
H 1.3519 2.0111 -1.1480
H 1.9388 -1.9901 -0.3752
H 1.0170 -1.7147 0.9618
*
```

Results of the Löwdin charge analysis, in e, for atoms 1 through 2: -0.095 -0.064

---

<c>
# C3H11N3

A 2-piece molecular cluster, C3H11N3 overall (wB97M-V/def2-TZVPD, the OMol25 dataset).

## Properties
**SMILES**: C=NC.NCN
**Orbital gap**: 10.359 eV

Geometry as ORCA input:
```
! wB97M-V def2-TZVPD RIJCOSX def2/J DEFGRID3
* xyz 0 1
C -1.5283 -1.5732 0.7829
C -3.6532 -1.7641 -0.1534
N -2.9716 -1.5632 0.8828
H -1.0905 -0.8427 1.4520
H -1.2140 -1.4411 -0.2556
H -1.0070 -2.4994 1.0610
H -4.6838 -1.4077 -0.1584
H -3.3049 -2.1905 -1.1029
N 3.3715 1.3691 0.2135
C 2.0550 0.8866 -0.1734
N 1.2492 1.7677 -1.0402
H 3.3003 2.0427 0.9769
H 3.7011 2.0054 -0.5106
H 2.2363 0.0346 -0.8250
H 1.5029 0.4821 0.6730
H 0.3773 2.0214 -0.5861
H 1.6599 2.6723 -1.2364
*
```

Results of the Löwdin charge analysis, in e, for atoms 1 through 2: -0.163 -0.092

---

<d>
# C3H11N3

A 2-piece molecular cluster, C3H11N3 overall (wB97M-V/def2-TZVPD, the OMol25 dataset).

## Properties
**SMILES**: [H]/N=C/N.CNC
**Orbital gap**: 9.237 eV

Geometry as ORCA input:
```
! wB97M-V def2-TZVPD RIJCOSX def2/J DEFGRID3
* xyz 0 1
C -1.7967 -3.2080 1.9963
N -1.6069 -2.9707 0.5950
C -0.8948 -4.0082 -0.0949
H -0.8889 -3.2724 2.6307
H -2.2398 -4.2054 2.0987
H -2.4295 -2.4595 2.4709
H -1.5810 -2.0291 0.2847
H -0.4907 -3.6256 -1.0359
H 0.0084 -4.3808 0.4030
H -1.5900 -4.8138 -0.3416
N 0.4683 4.1124 -0.5809
C 1.8192 3.9340 -0.8514
N 2.3693 2.9050 -1.3517
H 0.0453 3.2399 -0.8735
H 0.0385 4.9831 -0.8367
H 2.3330 4.8668 -0.5910
H 3.3232 2.9392 -0.9837
*
```

Results of the Löwdin charge analysis, in e, for atoms 1 through 2: -0.169 -0.198

---

Most stable structure, least stable structure: <a>, <b>.

---

<a>
# C5H13N2O

A 2-piece molecular cluster, C5H13N2O overall (wB97M-V/def2-TZVPD, the OMol25 dataset).

## Properties
**Orbital gap**: 8.832 eV

Geometry as ORCA input:
```
! wB97M-V def2-TZVPD RIJCOSX def2/J DEFGRID3
* xyz 1 1
O 1.6560 1.0358 3.1488
C 2.1623 1.4105 2.1288
C 1.4991 1.0912 0.8064
N 0.3472 0.1743 1.0831
H 3.0880 2.0024 2.1229
H 1.0976 1.9852 0.3377
H 2.1823 0.6013 0.1187
H -0.2437 0.1883 0.2159
H 0.6307 -0.7752 1.3223
H -0.1649 0.5628 1.8881
C -0.3374 0.6273 -1.9868
C -0.6866 -0.6645 -1.9146
N -1.9563 -1.1732 -2.0956
C -2.3996 -2.2065 -1.1709
H -1.0910 1.3872 -2.1361
H 0.6979 0.9367 -1.9840
H 0.0475 -1.4496 -1.7393
H -2.6449 -0.4538 -2.2662
H -3.3299 -2.6282 -1.5430
H -1.6585 -3.0052 -1.1830
H -2.5531 -1.8363 -0.1551
*
```

Results of the Löwdin charge analysis, in e, for atoms 1 through 2: 0.095 -0.200

---

<b>
# C5H13N2O

An isolated ion of composition C5H13N2O and charge +1 (wB97M-V/def2-TZVPD, the OMol25 dataset).

## Properties
**Orbital gap (alpha / beta)**: 8.091 / 8.056 eV

Geometry as ORCA input:
```
! wB97M-V def2-TZVPD RIJCOSX def2/J DEFGRID3
* xyz 1 1
C 1.6860 0.7592 0.3602
C -0.6643 1.3283 -0.0770
C 1.2328 -0.6484 0.5310
C -0.9994 -0.0561 -0.1203
C -1.8176 -0.7302 0.9058
N 1.6406 -1.5190 -0.5376
N 0.6853 1.5284 -0.5001
O -0.8611 -0.6601 -1.4462
H 1.6564 1.2623 1.3232
H 2.6216 0.7563 -0.0869
H -1.2666 1.9369 -0.7505
H -0.9038 1.5494 0.9304
H 0.7392 -1.1078 1.4230
H -1.8560 -1.7755 0.7393
H -2.9134 -0.4729 0.7620
H -1.6853 -0.6479 1.9210
H 1.2394 -1.3460 -1.4916
H 1.2759 -2.3470 -0.1817
H 0.9079 2.5576 -0.6561
H 0.6244 1.1777 -1.4788
H -1.3420 -1.5450 -1.5691
*
```

Results of the Löwdin charge analysis, in e, for atoms 1 through 2: -0.089 -0.169

---

Most stable structure, least stable structure: <a>, <b>.